Here is a cluster of 2 separate species, C4H11N3O2 in total at a distorted geometry from OMol25. Energies are from ωB97M-V with the def2-TZVPD basis set.

```
20
Properties=species:S:1:pos:R:3:forces:R:3
C 0.85562 1.92291 1.98745 2.5 -3.0 -1.0
C 1.42736 0.74841 -0.13565 3.0 -1.0 -2.6
N 0.57452 1.31105 0.68951 -2.3 1.0 0.6
N 0.97810 0.27150 -1.32627 0.1 0.7 2.4
N 2.78840 0.66592 0.08294 -1.1 1.8 0.8
H -1.16998 0.14816 0.13646 -0.5 0.3 0.6
H 0.05003 1.56979 2.64198 0.2 0.7 0.0
H 0.97699 2.99318 1.83752 -0.3 0.2 0.3
H 1.55565 -0.40307 -1.80117 -0.2 0.0 -0.5
H -0.02122 0.31602 -1.45614 -0.1 -0.4 -0.4
H 3.11838 1.54665 0.50757 0.0 -0.9 0.2
H 3.40959 0.42919 -0.67081 -0.1 -0.4 -0.4
H 1.86943 1.44088 2.27601 -1.5 1.2 0.4
C -2.91525 -2.15393 -0.94606 3.0 -2.1 -0.3
C -1.56339 -1.63794 -0.32394 -2.7 0.9 0.3
O -1.98243 -0.34331 -0.08888 2.1 0.5 0.0
O -0.46035 -2.03461 -0.03464 -1.1 0.1 -0.8
H -2.82562 -1.87609 -1.99603 -0.2 -0.1 -0.1
H -3.75367 -1.66863 -0.50395 -0.4 0.2 0.4
H -2.91215 -3.24609 -0.87590 -0.5 0.2 -0.1
```
Forces are in eV/Å.

The orbital gap (alpha / beta) comes out at 10.7 / 6.0 eV. The value obtained for the total energy is -12883.2493 eV. The value obtained for the HOMO energy (alpha / beta) is -0.5143 / -0.5137 Eh. Its spin multiplicity is 2. The total charge is +1. The value obtained for the LUMO energy (alpha / beta) is -3.3351 / -7.9848 eV. For the largest force on an atom, the calculation gives 4.10 eV/A.


Here is a cluster of 3 separate species, C18H30N3O10 in total at a distorted geometry from OMol25. Energies are from ωB97M-V with the def2-TZVPD basis set.

```
61
Properties=species:S:1:pos:R:3:forces:R:3
C 2.41363 -1.31632 4.40715 1.1 0.4 0.3
C 3.02829 -1.64561 3.07052 0.3 1.9 2.4
O 2.67058 -2.54807 2.44742 -1.1 -3.0 -2.7
O 4.02248 -0.79481 2.65175 -0.3 1.0 0.1
C 3.84457 -0.30747 1.33146 0.2 0.0 -0.4
C 2.94545 0.96038 1.22528 1.1 0.2 -0.3
N 2.28772 1.29873 2.47530 0.7 -0.3 0.1
C 1.06227 1.65379 2.57935 -0.6 0.0 -0.5
N 0.43792 1.66781 3.80571 -0.3 0.6 -0.1
C -1.03524 1.51237 3.60790 1.0 1.1 -0.1
C -1.54177 2.70052 2.76807 -0.7 0.5 -0.6
C -2.83745 2.41245 1.94520 0.3 0.5 1.0
C -3.49435 1.09659 2.24393 -0.3 -0.3 -1.1
O -2.78188 0.08276 1.47260 0.1 0.5 0.5
C -2.80683 -1.12803 2.11092 -2.8 -0.1 -0.9
C -4.12859 -1.85681 2.09232 0.3 0.3 -0.2
O -1.84854 -1.57812 2.59618 3.0 -0.9 1.1
C -0.43031 3.21040 1.83381 -0.1 -1.0 1.1
N 0.38110 2.03598 1.41469 -0.3 -0.3 0.2
H 2.38048 -2.19316 5.03847 0.0 -0.3 -0.1
H 3.03764 -0.58248 4.91371 -0.2 0.2 0.2
H 1.39680 -0.96509 4.27853 -0.1 0.2 -0.1
H 3.45996 -1.07185 0.66713 -0.2 -0.3 0.1
H 4.82109 -0.04155 0.94667 0.2 0.0 0.1
H 2.24484 0.82186 0.40934 -0.3 0.2 0.2
H 3.59260 1.79151 0.96100 0.0 0.2 -0.1
H 2.82778 1.25153 3.33458 0.0 -0.6 -0.1
H 0.64309 2.50817 4.34012 0.3 -0.3 0.3
H -1.46990 1.55922 4.59685 -0.2 -0.4 0.1
H -1.14403 0.54793 3.12772 -0.4 -0.1 0.2
H -1.75398 3.52395 3.44874 -0.1 0.0 0.2
H -3.55005 3.19807 2.18346 -0.1 0.1 0.0
H -2.61676 2.53303 0.88982 -0.2 -0.4 -0.3
H -3.49827 0.83151 3.30075 0.1 0.1 0.1
H -4.52531 1.09823 1.90009 -0.2 0.1 0.0
H -4.31769 -2.13144 1.05827 -0.3 0.1 -0.2
H -4.07127 -2.76572 2.67302 0.1 -0.1 0.2
H -4.91942 -1.21608 2.46398 -0.3 0.0 -0.1
H -0.82288 3.76177 0.99282 0.1 0.0 -0.3
H 0.23680 3.84010 2.41587 0.1 0.4 -0.3
H -0.25767 1.29294 1.11951 0.2 0.0 -0.5
C 0.29254 -1.37647 -1.87082 0.0 -0.3 0.1
C -0.13234 -1.20821 -3.30906 -0.1 -0.3 -0.2
O -0.38249 0.20223 -3.39580 0.2 0.0 0.3
C 0.33319 0.81440 -2.42881 -0.1 0.1 -0.2
O 0.47837 1.98984 -2.32692 0.0 0.0 0.1
O 0.87257 -0.09710 -1.57037 -0.1 0.0 0.0
H 1.01925 -2.17351 -1.73453 0.1 0.1 0.1
H -0.55111 -1.54723 -1.19898 0.0 0.1 0.0
H 0.65661 -1.47081 -4.01432 0.0 0.0 0.0
H -1.02642 -1.77606 -3.55340 -0.1 0.2 -0.1
C 1.40265 -1.56553 -7.60521 0.3 0.1 -0.1
C 0.08999 -1.28000 -8.29650 0.0 0.2 -0.2
O -0.73368 -2.36410 -7.85765 0.2 0.0 0.2
C -0.22996 -2.82641 -6.68922 -0.1 -0.1 0.0
O -0.77218 -3.60756 -5.97711 0.0 0.1 0.1
O 0.98506 -2.27086 -6.43036 -0.2 0.0 -0.1
H 1.94716 -0.66212 -7.34102 0.0 -0.1 0.2
H 2.05462 -2.21526 -8.19125 -0.1 0.0 0.0
H -0.36069 -0.34135 -7.96846 0.0 0.0 0.0
H 0.17397 -1.27283 -9.38022 -0.1 -0.2 0.0
```
Forces are in eV/Å.

The orbital gap comes out at 9.8 eV. The value obtained for the total energy is -44091.3146 eV. The value obtained for the HOMO energy is -0.4744 Eh. The total charge is +1. The value obtained for the LUMO energy is -3.1332 eV. For the largest force on an atom, the calculation gives 4.17 eV/A.


Here is a structure of composition C22H26FeNO5S at a distorted geometry from OMol25. Energies are from ωB97M-V with the def2-TZVPD basis set.

```
56
Properties=species:S:1:pos:R:3:forces:R:3
C 2.29086 -2.06191 -4.77808 -0.4 0.0 0.4
O 1.92940 -2.75416 -3.58220 -0.1 -0.7 0.7
C 0.89128 -2.34434 -2.76855 0.6 0.7 -1.1
C -0.44612 -2.70170 -3.05291 0.7 -0.2 -0.8
C -1.52727 -1.88062 -2.47739 -1.5 1.3 -1.0
C -1.16683 -1.72614 -1.04379 -0.4 0.8 0.8
C 0.14621 -1.48001 -0.64954 -1.2 0.6 0.8
C 1.19239 -1.94960 -1.44798 0.9 -0.2 -1.2
Fe -0.19909 -3.55582 -1.20833 0.4 -1.0 0.6
C -1.67124 -4.48308 -1.31282 -2.2 -2.8 -0.1
O -2.51326 -5.28528 -1.35999 1.5 2.1 0.0
C 0.03235 -4.03310 0.48379 0.5 0.2 3.8
O 0.25086 -4.18686 1.61233 -0.3 0.0 -2.1
C 0.78852 -4.96531 -1.76649 2.2 -3.2 -1.9
O 1.32075 -5.92956 -2.13245 -1.2 2.2 1.0
H 3.00440 -2.72894 -5.26079 -0.1 0.2 -0.1
H 1.42795 -1.88617 -5.43282 0.1 -0.1 0.1
H 2.77475 -1.10773 -4.53675 -0.1 -0.1 -0.1
H -0.62207 -3.27927 -3.95136 0.0 0.1 -0.1
H -1.67022 -0.91568 -3.01657 0.1 0.0 0.2
H -2.51351 -2.36266 -2.57977 0.4 0.0 0.1
H -1.96518 -1.55599 -0.32573 0.2 0.2 -0.1
H 0.35206 -1.07211 0.33478 0.0 -0.4 0.1
H 2.21580 -1.98492 -1.10994 0.1 0.3 -0.1
C 3.76523 0.45368 3.85137 0.0 -0.7 -0.5
N 2.51025 1.06397 4.25478 1.3 0.7 0.4
C 2.58525 1.77944 5.51650 -0.6 0.2 0.4
C 1.43545 1.20338 3.36612 -0.9 0.0 -0.5
C 0.40604 0.23230 3.34765 -0.4 -0.2 -0.3
C -0.64431 0.35264 2.45595 0.5 -0.7 0.9
C -0.71534 1.44449 1.56745 -2.5 0.2 -2.1
C -1.89552 1.54026 0.62516 3.7 -1.3 3.1
C -2.04350 2.72897 -0.13949 -0.2 0.8 -0.2
S -3.36463 2.83711 -1.21441 0.0 0.7 -0.5
C -3.90156 4.55176 -0.88851 -0.2 -0.4 -0.2
C -2.50241 3.11985 -2.80440 -0.3 -0.1 0.0
O -2.70310 0.58236 0.53451 -1.1 0.1 -0.6
C 0.33125 2.38409 1.56351 0.9 0.4 0.6
C 1.38276 2.28746 2.46492 -0.2 0.3 -0.4
H 3.65137 0.00477 2.85628 0.0 0.2 0.4
H 4.57442 1.20522 3.83007 -0.4 -0.1 0.1
H 4.04271 -0.32634 4.57940 0.0 0.3 -0.1
H 1.62675 2.27347 5.71822 0.3 -0.2 -0.1
H 2.81057 1.06531 6.32563 0.0 0.2 -0.2
H 3.39349 2.53134 5.49070 -0.2 -0.3 -0.1
H 0.45816 -0.59945 4.04820 -0.1 0.1 -0.2
H -1.43067 -0.40373 2.44749 0.2 0.3 0.0
H -1.45870 3.63146 0.02887 -0.2 -0.2 -0.1
H -4.68458 4.76939 -1.61964 0.1 0.1 0.2
H -4.30941 4.56392 0.12510 0.0 0.0 -0.2
H -3.06023 5.24141 -0.98551 -0.1 -0.2 0.0
H -3.27752 3.36246 -3.53747 0.2 0.0 0.0
H -1.78169 3.93485 -2.69869 -0.2 -0.1 0.0
H -2.00251 2.18274 -3.06530 -0.1 0.2 0.1
H 0.30530 3.19699 0.83858 0.3 -0.1 0.3
H 2.17386 3.03538 2.48036 -0.1 -0.1 -0.1
```
Forces are in eV/Å.

The orbital gap (alpha / beta) comes out at 5.4 / 4.4 eV. The value obtained for the total energy is -80170.7124 eV. The value obtained for the HOMO energy (alpha / beta) is -0.2739 / -0.3743 Eh. Its spin multiplicity is 5. The total charge is +1. The value obtained for the LUMO energy (alpha / beta) is -2.0967 / -5.7601 eV. For the largest force on an atom, the calculation gives 4.97 eV/A.


Here is an isolated molecule of C17H21N3O4 at a distorted geometry from OMol25. Energies are from ωB97M-V with the def2-TZVPD basis set.

```
45
Properties=species:S:1:pos:R:3:forces:R:3
C 6.84753 4.04389 -1.45413 0.1 0.2 0.0
H 6.47738 4.62272 -2.30664 0.0 0.0 0.0
O 6.25492 2.76926 -1.39678 -0.2 -0.3 0.0
C 4.90650 2.68140 -1.24074 -0.2 -0.1 0.0
C 4.38548 1.39023 -1.18890 0.0 0.1 0.0
C 3.02119 1.19326 -1.03131 0.4 0.6 0.0
C 2.16139 2.28608 -0.92395 0.0 -0.1 0.0
C 2.68305 3.56173 -0.97666 0.0 -0.1 0.0
C 4.04492 3.77013 -1.13361 0.3 0.1 0.0
H 4.41997 4.78083 -1.17077 0.1 0.1 0.0
H 2.02725 4.41611 -0.89515 0.0 0.1 0.0
H 1.10414 2.11467 -0.80241 -0.1 0.0 0.0
C 2.48342 -0.15178 -0.97887 -0.2 -1.2 0.0
N 3.19902 -1.24126 -1.08825 0.8 0.9 -0.1
O 2.30922 -2.26553 -0.98994 -0.8 -0.4 0.1
C 1.09992 -1.71426 -0.82270 0.3 0.5 -0.1
N 1.14928 -0.41869 -0.81062 -0.4 -0.2 0.0
C -0.09389 -2.57447 -0.66973 -0.1 0.0 0.0
H -0.18630 -2.85660 0.38365 0.1 -0.1 0.0
H 0.05844 -3.49403 -1.23799 0.0 0.0 0.1
C -1.36073 -1.84505 -1.11749 0.0 -0.1 0.0
H -1.33999 -1.71667 -2.20151 0.0 0.1 0.0
H -1.36434 -0.85322 -0.66422 0.0 0.0 -0.1
C -2.61639 -2.62683 -0.71966 0.1 0.0 0.0
C -2.75253 -2.69449 0.79259 0.0 -0.1 -0.4
O -2.41126 -3.68787 1.40988 0.2 -0.4 0.0
N -3.21401 -1.59503 1.43263 -0.1 0.2 0.3
C -3.73396 -0.37429 0.86074 -0.4 0.2 0.0
H -3.65348 -0.36951 -0.22291 0.0 0.0 0.0
C -5.20517 -0.21614 1.27559 0.2 0.1 -0.3
O -5.34678 -0.22522 2.67465 -0.1 0.1 0.1
C -4.84719 -1.42420 3.22782 0.3 -0.2 0.1
C -3.37121 -1.62119 2.87583 -0.2 -0.2 0.3
H -3.01076 -2.58366 3.23971 0.0 0.2 0.0
H -2.77687 -0.81146 3.31314 0.0 0.0 0.0
H -4.98018 -1.34060 4.30700 0.0 -0.1 0.0
H -5.42883 -2.28025 2.85343 0.0 0.0 0.0
H -5.59987 0.74205 0.93374 0.0 -0.1 -0.1
H -5.79590 -1.03357 0.83189 0.0 0.1 0.0
H -3.16023 0.46993 1.26283 0.0 0.0 -0.1
H -3.50284 -2.18998 -1.17903 0.0 0.0 0.0
H -2.52419 -3.65600 -1.07108 -0.1 0.0 0.1
H 5.04871 0.54520 -1.27163 0.1 -0.1 0.0
H 6.68057 4.60806 -0.53077 0.0 0.0 0.0
H 7.91460 3.86631 -1.57770 -0.1 0.1 0.0
```
Forces are in eV/Å.

The orbital gap comes out at 9.3 eV. The value obtained for the total energy is -30629.2605 eV. The value obtained for the HOMO energy is -0.3181 Eh. The structure (SMILES) is COc1cccc(-c2noc(CCCC(=O)N3CCOCC3)n2)c1. The value obtained for the LUMO energy is 0.6535 eV. For the largest force on an atom, the calculation gives 1.23 eV/A.